Formula: C4H12N2O
Source: the OMol25 dataset
Level of theory: wB97M-V/def2-TZVPD

```
19
Properties=species:S:1:pos:R:3:forces:R:3
C 1.197301 2.483916 -0.366061 -1.3 0.4 0.1
C 1.439282 0.984819 -0.424740 -0.3 0.2 -1.6
C 0.198224 0.112589 -0.125000 0.3 3.4 -1.0
N -1.117882 0.627378 -0.162949 2.4 -0.3 1.0
C 0.422554 -1.216867 0.018692 -0.5 -3.6 1.2
N 0.501934 -1.898749 -1.261994 -0.2 -1.4 0.1
H 2.151839 2.962379 -0.264432 0.4 0.4 0.5
H 0.745460 2.979866 -1.199308 -0.5 -0.1 -0.9
H 0.503159 2.709162 0.491359 1.0 -0.1 -0.5
H 2.034124 0.630480 -1.392744 -1.1 0.7 2.3
H 2.028833 0.967673 0.503493 0.4 -1.3 -0.5
H -1.773207 -0.102672 -0.123014 -1.0 -1.0 0.3
H -1.451115 1.459775 0.273776 0.1 0.9 0.3
H 0.759064 -1.766716 1.011753 -2.1 0.7 -2.0
H 0.391070 -2.939620 -0.991207 0.3 2.3 -1.4
H -0.288652 -1.554447 -1.934123 1.9 -1.3 2.0
O -2.822786 -1.869359 1.819409 1.5 -0.3 -1.2
H -1.967212 -2.259414 1.478700 -1.2 0.8 0.4
H -2.951986 -2.310199 2.648393 -0.2 -0.3 0.7
```
Forces are in eV/Å.

Computed properties:
* structure (SMILES): CC/C(N)=C\N.O
* F_max: 0.0740 hartree/bohr
* Kohn-Sham gap: 6.1 eV
* molecular weight: 104.15 g/mol
* energy: -344.16911 Ha
* energy above the lowest of the compared OMol25 structures with the same formula, charge and spin: 5.8752 eV
* LUMO level: 0.016 Ha
* E_HOMO: -0.2077 hartree
* multiplicity: 1

Formula: C6H10
Source: the OMol25 dataset
Level of theory: wB97M-V/def2-TZVPD

```
16
Properties=species:S:1:pos:R:3:forces:R:3
C 1.993079 -0.258932 0.654951 0.0 0.0 0.0
C 0.590586 -0.617268 0.265602 0.2 0.0 0.2
C -0.118868 1.109085 -0.286265 0.1 0.5 0.1
C -0.540430 0.203958 0.818047 0.0 0.0 0.1
C -1.654505 -0.476899 0.014263 -0.1 -0.1 0.0
C -0.747511 -0.458537 -1.245368 -0.3 -0.3 -0.4
H 2.164580 0.743409 1.089827 -0.1 -0.1 -0.1
H 2.707770 -0.420590 -0.158258 -0.1 0.0 0.1
H 2.245563 -1.002532 1.425560 -0.1 0.1 -0.1
H 0.799539 1.686079 -0.203908 0.0 -0.2 0.0
H -0.889067 1.666239 -0.810947 0.1 -0.2 0.0
H -0.584583 0.517906 1.862385 0.0 0.0 -0.1
H -1.906191 -1.481111 0.360837 0.0 0.1 -0.1
H -2.562460 0.126592 -0.106039 0.1 -0.1 0.0
H -1.123181 0.114678 -2.102450 0.1 0.0 0.2
H -0.407431 -1.417460 -1.617188 0.0 0.1 0.0
```
Forces are in eV/Å.

Computed properties:
* F_max: 0.0114 hartree/bohr
* Kohn-Sham gap: 8.3 eV
* molecular weight: 82.15 g/mol
* energy: -234.36563 Ha
* energy above the lowest of the compared OMol25 structures with the same formula, charge and spin: 6.4460 eV
* LUMO level: 0.040 Ha
* E_HOMO: -0.2639 hartree
* multiplicity: 1

Formula: C13H22Br3FNO2
Source: the OMol25 dataset
Level of theory: wB97M-V/def2-TZVPD

```
42
Properties=species:S:1:pos:R:3:forces:R:3
C 4.110387 -1.405509 -0.117831 0.0 -0.2 0.0
C 2.772110 -1.705476 0.549685 0.0 0.4 -0.3
C 2.344572 -0.674521 1.592710 -0.3 -0.4 -0.1
C 2.521878 0.773705 1.157278 0.0 -0.2 -0.1
C 1.822325 1.120087 -0.158474 0.1 0.6 -0.1
C 0.514605 1.910191 -0.016640 0.1 -0.2 0.3
C -0.416941 1.492030 1.125060 -0.8 0.2 -0.4
C -1.551756 0.519985 0.743052 0.6 -0.3 0.1
C -1.247358 -0.479728 -0.383829 -0.9 -0.6 0.1
C -1.836246 -1.860825 -0.067379 0.0 -0.1 0.5
C -3.296508 -1.790113 -0.244502 -0.7 -0.2 -1.0
O -3.944210 -1.312548 -1.162510 0.2 0.2 0.8
N -4.118718 -2.377470 0.855377 0.6 -0.3 0.5
C -3.346463 -3.196603 1.689081 0.5 -2.6 -0.5
O -3.149093 -4.396457 1.548682 -0.3 2.9 0.4
F -2.983912 -2.587947 2.854871 -0.3 -0.2 -0.1
H 3.982202 -0.754309 -0.975560 0.0 0.3 -0.1
H 4.819107 -0.924894 0.551151 0.1 0.0 0.2
H 4.566966 -2.316713 -0.490406 0.1 -0.2 -0.1
H 2.768037 -2.705779 0.965288 0.0 -0.2 0.3
H 2.006103 -1.721033 -0.218798 -0.2 -0.2 -0.2
H 1.290912 -0.859703 1.790255 -0.2 0.0 0.1
H 2.867403 -0.882382 2.524522 0.2 0.2 0.2
H 3.581603 0.998484 1.074596 0.2 0.0 0.0
H 2.142350 1.420741 1.942344 0.0 0.2 0.2
H 2.508175 1.741630 -0.732709 0.1 0.1 -0.2
H 1.652018 0.252170 -0.780405 0.0 -0.4 0.0
H -0.034379 1.842579 -0.948897 -0.1 0.0 -0.2
H 0.759563 2.964084 0.101360 0.1 0.2 0.1
H -0.888688 2.403325 1.489838 0.0 0.1 0.2
H 0.104456 1.073869 1.978170 0.4 0.0 0.0
H -2.476740 1.041115 0.506484 -0.1 0.3 -0.1
H -1.759745 -0.086142 1.621428 -0.2 -0.1 0.2
H -1.740964 -0.104924 -1.290878 0.5 0.2 -0.3
H -0.188642 -0.637160 -0.543839 0.3 0.3 -0.1
H -1.489141 -2.571619 -0.822157 0.1 -0.2 0.0
H -4.472523 -1.618959 1.427196 -0.1 0.2 -0.2
C -1.595335 3.487916 -3.945267 0.0 -0.2 0.0
Br -1.585367 1.621823 -3.483439 -0.1 0.2 0.1
Br -3.378790 4.221070 -3.912269 0.0 0.0 0.0
Br -0.396109 4.508513 -2.833379 0.0 0.0 0.0
H -1.237145 3.577498 -4.959258 0.0 0.0 0.0
```
Forces are in eV/Å.

Computed properties:
* net charge: -1
* F_max: 0.0578 hartree/bohr
* Kohn-Sham gap: 4.4 eV
* molecular weight: 483.03 g/mol
* energy: -8535.65951 Ha
* energy above the lowest of the compared OMol25 structures with the same formula, charge and spin: 0.4174 eV
* LUMO level: 0.074 Ha
* E_HOMO: -0.0895 hartree
* multiplicity: 1

Formula: H8InO4
Source: the OMol25 dataset
Level of theory: wB97M-V/def2-TZVPD

```
13
Properties=species:S:1:pos:R:3:forces:R:3
In 0.374915 -1.024189 -0.100806 -0.5 1.3 0.1
O -0.797975 0.523531 -2.332526 0.2 -1.1 0.6
H -0.466735 0.418431 -3.224416 0.2 -0.2 -0.6
H -1.154065 1.411791 -2.311876 -0.1 0.3 0.0
O -0.142015 1.930301 -0.056066 0.1 -1.0 0.3
H 0.474235 2.654271 0.054994 0.5 0.2 0.2
H -0.873045 2.310051 -0.543536 -0.4 0.1 0.1
O -1.397115 -3.068169 0.913934 1.0 0.9 -0.5
H -1.314845 -3.975129 0.619164 0.2 -0.5 -0.3
H -2.146195 -3.076479 1.509784 -0.4 0.4 0.4
O 2.322085 0.599341 1.468444 -1.3 -0.3 -0.9
H 1.868885 0.669631 2.308624 -0.2 0.2 0.6
H 3.251865 0.626621 1.694284 0.8 -0.3 -0.1
```
Forces are in eV/Å.

Computed properties:
* net charge: +2
* F_max: 0.0311 hartree/bohr
* Kohn-Sham gap (alpha / beta): 10.3 / 5.1 eV
* ⟨S²⟩: 0.7563
* molecular weight: 186.88 g/mol
* energy: -495.14145 Ha
* LUMO level (alpha / beta): -0.349 / -0.535 Ha
* E_HOMO (alpha / beta): -0.7291 / -0.7228 hartree
* multiplicity: 2